Record 1
Entry from OMol25: a structure of composition C53H37F6N7PSSc (wB97M-V/def2-TZVPD).

Each line ends with the Löwdin spin population.
Cartesian coordinates (Å):
Sc: -0.116 -0.034 -1.187  0.00
C: -4.070 6.788 -2.462  0.00
C: -2.764 6.809 -1.995  0.00
C: -2.025 5.639 -1.942  0.00
C: -2.585 4.431 -2.360  0.00
C: -3.909 4.418 -2.806  0.00
C: -4.642 5.589 -2.868  0.00
C: -1.847 3.165 -2.265  0.00
C: -0.501 3.059 -2.452  0.00
C: 0.343 4.038 -3.093  0.00
C: 1.615 3.633 -2.941  0.00
C: 1.586 2.400 -2.179  0.00
N: 0.317 2.033 -1.916  0.00
C: 2.778 1.751 -1.747  0.00
C: 2.829 0.664 -0.909  0.00
C: 4.060 -0.015 -0.525  0.00
C: 3.745 -0.922 0.409  0.00
C: 2.306 -0.857 0.620  0.00
C: 1.616 -1.522 1.590  0.00
C: 2.396 -2.225 2.656  0.00
C: 2.361 -3.604 2.842  0.00
C: 3.040 -4.204 3.893  0.00
C: 3.762 -3.429 4.788  0.00
C: 3.821 -2.055 4.605  0.00
C: 3.147 -1.462 3.549  0.00
C: 0.203 -1.373 1.782  0.00
N: -0.631 -0.679 0.967  0.00
C: -1.787 -0.451 1.735  0.00
C: -2.763 0.488 1.382  0.00
C: -3.414 1.322 2.394  0.00
C: -4.701 1.815 2.159  0.00
C: -5.318 2.633 3.086  0.00
C: -4.650 2.986 4.253  0.00
C: -3.365 2.521 4.487  0.00
C: -2.748 1.692 3.564  0.00
C: -2.917 0.778 0.012  0.00
C: -2.721 -0.126 -1.069  0.01
C: -2.477 0.661 -2.179  0.00
C: -2.510 2.004 -1.694  0.00
N: -2.863 2.072 -0.411  0.00
C: -1.666 -1.100 2.991  0.00
C: -0.441 -1.703 3.011  0.00
N: 1.763 0.075 -0.257  0.00
C: 4.077 2.339 -2.190  0.00
C: 4.946 2.900 -1.259  0.00
C: 6.164 3.431 -1.659  0.00
C: 6.528 3.404 -2.997  0.00
C: 5.666 2.851 -3.934  0.00
C: 4.448 2.325 -3.532  0.00
H: -4.646 7.703 -2.500  0.00
H: -2.324 7.737 -1.655  0.00
H: -1.025 5.648 -1.531  0.00
H: -4.352 3.482 -3.121  0.00
H: -5.660 5.570 -3.231  0.00
H: -0.021 4.900 -3.626  0.00
H: 2.506 4.126 -3.288  0.00
H: 5.033 0.196 -0.935  0.00
H: 4.410 -1.599 0.919  0.00
H: 1.831 -4.220 2.135  0.00
H: 3.013 -5.280 4.009  0.00
H: 4.278 -3.891 5.618  0.00
H: 4.388 -1.441 5.292  0.00
H: 3.190 -0.389 3.414  0.00
H: -5.210 1.545 1.244  0.00
H: -6.317 3.002 2.901  0.00
H: -5.129 3.635 4.973  0.00
H: -2.836 2.816 5.383  0.00
H: -1.730 1.365 3.727  0.00
H: -2.960 -1.181 -1.046  0.01
H: -2.457 0.354 -3.213  0.00
H: -2.409 -1.077 3.771  0.00
H: 0.008 -2.259 3.818  0.00
H: 4.656 2.932 -0.217  0.00
H: 6.827 3.867 -0.924  0.00
H: 7.480 3.812 -3.309  0.00
H: 5.945 2.822 -4.978  0.00
H: 3.781 1.884 -4.263  0.00
C: -4.362 -3.336 1.651  0.00
N: -3.035 -3.941 1.678  0.07
C: -2.440 -4.472 2.765  0.11
C: -1.192 -4.908 2.385  0.11
N: -1.061 -4.632 1.070  0.07
C: -2.211 -4.057 0.592  0.01
S: -2.557 -3.702 -0.988  0.55
C: 0.122 -4.855 0.275  0.00
C: 0.692 -6.112 0.256  0.00
C: 1.859 -6.252 -0.483  0.00
C: 2.366 -5.144 -1.141  0.00
C: 1.692 -3.933 -1.043  0.00
N: 0.575 -3.781 -0.337  0.01
H: -4.964 -3.789 2.433  0.00
H: -4.812 -3.514 0.679  0.00
H: -4.267 -2.263 1.819  0.00
H: -2.911 -4.486 3.731  0.01
H: -0.396 -5.337 2.967  0.00
H: 0.243 -6.942 0.784  0.00
H: 2.353 -7.211 -0.544  0.00
H: 3.267 -5.209 -1.734  0.00
H: 2.073 -3.049 -1.538  0.00
F: 1.668 -0.924 -3.030  0.00
P: 0.406 -1.463 -3.914  0.00
F: -0.181 0.050 -3.776  0.00
F: -0.351 -1.688 -2.284  0.01
F: 0.941 -2.942 -3.783  0.00
F: -0.967 -1.947 -4.518  0.00
F: 1.096 -1.173 -5.284  0.00

The molecular weight comes out at 993.9 g mol⁻¹. For the HOMO-LUMO gap (alpha / beta), the calculation gives 5.47 / 2.85 eV. The total energy is -4524.76138 hartree. Its highest occupied orbital energy (alpha / beta) is -8.915 / -8.912 eV. Its energy relative to the best compared isomer or geometry (same formula, charge and spin) is 86.6 kcal per mole. As for the charge: +1. As for the multiplicity: 2.

---

Record 2
Entry from OMol25: a structure of composition C17H20F5OSn (wB97M-V/def2-TZVPD).

Each line ends with the Mulliken charge.
Cartesian coordinates (Å):
Sn: -1.107 -0.196 0.204  1.12
C: -2.226 -2.113 -0.713  -0.83
C: -1.373 -1.498 -1.737  -0.84
C: -0.105 -2.176 -1.686  -0.59
H: -1.730 -0.850 -2.535  0.70
C: -0.159 -3.144 -0.658  -0.60
C: -1.444 -3.130 -0.072  -0.79
H: -1.814 -3.820 0.685  0.42
H: -3.302 -1.965 -0.632  0.69
H: 0.705 -2.028 -2.399  0.65
H: 0.644 -3.839 -0.409  0.39
C: -1.579 0.454 2.438  -0.84
C: -1.678 -0.876 2.966  -0.86
C: -0.383 -1.434 3.020  -0.69
H: -2.598 -1.330 3.344  0.40
C: 0.558 -0.480 2.573  -0.69
C: -0.162 0.706 2.172  -0.34
H: 0.269 1.683 1.968  0.66
H: -2.351 1.218 2.439  0.81
H: -0.133 -2.422 3.409  0.37
H: 1.641 -0.559 2.627  0.56
O: 0.796 0.756 -0.753  -0.22
C: 2.502 0.629 -0.583  1.58
C: 2.590 1.272 -1.963  -0.89
C: 2.857 -0.827 -0.469  -1.32
C: 2.923 1.510 0.565  -1.60
C: 1.071 1.364 -2.040  -0.58
H: 3.026 0.620 -2.726  0.33
H: 3.078 2.251 -1.952  0.34
H: 0.691 2.390 -2.045  0.24
H: 0.619 0.771 -2.845  0.23
H: 3.955 -0.929 -0.417  0.44
H: 2.498 -1.389 -1.336  0.28
H: 2.436 -1.263 0.443  0.07
H: 3.994 1.748 0.462  0.43
H: 2.780 0.994 1.521  0.24
H: 2.355 2.445 0.566  0.37
F: -3.921 1.025 0.426  -0.33
C: -2.863 1.226 -0.441  0.05
F: -3.312 0.905 -1.708  -0.31
C: -2.528 2.722 -0.432  0.75
F: -3.609 3.483 -0.687  -0.31
F: -2.026 3.098 0.784  -0.26
F: -1.584 2.996 -1.376  -0.26

The molecular weight comes out at 454.0 g mol⁻¹. For the HOMO-LUMO gap, the calculation gives 4.43 eV. The total energy is -1448.51639 hartree. Its highest occupied orbital energy is -1.640 eV. Its energy relative to the best compared isomer or geometry (same formula, charge and spin) is 0.0 kcal per mole. As for the charge: -1.

---

Record 3
Entry from OMol25: a structure of composition C3H8N4O (wB97M-V/def2-TZVPD).

Each line ends with the Mulliken charge.
Cartesian coordinates (Å):
C: -3.592 0.065 0.138  -0.96
C: -2.252 -0.505 0.130  0.18
C: 0.937 0.217 -0.080  0.55
H: -4.148 -0.032 1.031  0.31
H: -4.192 -0.500 -0.665  0.23
H: -3.453 1.063 -0.092  0.32
H: -2.158 -1.646 0.457  0.29
H: 0.301 2.097 0.042  0.28
H: 1.793 -1.393 0.998  0.33
H: 4.132 -0.590 -0.624  0.24
H: 3.073 0.900 0.324  0.37
N: -1.234 0.303 -0.172  -0.57
N: 1.145 1.478 0.061  -0.66
N: 1.951 -0.753 -0.123  -0.20
N: 3.236 -0.304 0.276  -0.65
O: -0.198 -0.453 -0.361  -0.04

The molecular weight comes out at 116.1 g mol⁻¹. For the HOMO-LUMO gap, the calculation gives 9.64 eV. The total energy is -413.14669 hartree. Its highest occupied orbital energy is -8.821 eV. Its energy relative to the best compared isomer or geometry (same formula, charge and spin) is 169.0 kcal per mole. As for the charge: 0.

---

Record 4
Entry from OMol25: a cluster of 2 separate species, C2H7N4O in total (wB97M-V/def2-TZVPD).

Each line ends with the Mulliken charge.
Cartesian coordinates (Å):
C: -0.337 -1.340 0.400  0.44
C: 1.186 -1.030 0.510  -0.29
N: -0.744 -2.507 0.546  -0.49
N: -0.857 -0.095 -0.044  -0.13
N: 0.054 1.486 -1.340  -0.47
N: 0.034 0.894 -0.073  0.05
O: 1.165 0.473 0.535  -0.21
H: 1.649 -1.373 1.387  0.31
H: 1.800 -1.372 -0.463  0.22
H: -1.683 -2.736 0.407  0.25
H: -1.786 -0.006 -0.263  0.21
H: 0.695 2.358 -1.246  0.33
H: 0.505 0.664 -1.902  0.33
H: -0.525 2.015 0.920  0.47

The molecular weight comes out at 103.1 g mol⁻¹. For the HOMO-LUMO gap, the calculation gives 8.76 eV. The total energy is -374.16273 hartree. Its highest occupied orbital energy is -14.861 eV. Its energy relative to the best compared isomer or geometry (same formula, charge and spin) is 180.0 kcal per mole. As for the charge: +1.

---

> Which formula does entry 4 have?

C2H7N4O